No. 1
This record from the OMol25 dataset describes a molecular structure, C44H47AsIN2O3PS3Sr. The level of theory is ωB97M-V/def2-TZVPD.

Geometry as XYZ:
```
103
Properties=species:S:1:pos:R:3:forces:R:3
C 0.485 4.719 -2.169 0.062 0.035 0.065
C -5.908 -1.458 -0.711 -0.014 -0.032 -0.015
C 2.904 1.128 3.760 0.009 -0.008 0.019
C 1.334 -2.424 -3.862 -0.005 0.004 -0.013
H -4.771 -1.672 1.695 0.022 -0.019 0.035
H 0.786 8.081 -1.830 0.000 0.001 0.000
C 0.888 -1.726 -4.970 0.000 0.000 -0.015
H 6.610 3.343 0.083 -0.001 0.000 -0.002
C -0.029 -0.109 -3.479 0.023 -0.037 -0.032
H 2.880 2.858 -3.107 -0.004 -0.010 0.002
H -3.128 -1.678 2.285 0.036 0.034 0.027
H 0.421 -1.590 -0.224 0.076 -0.013 0.064
H 1.876 -3.356 -3.964 -0.004 0.000 0.002
H 2.260 2.478 0.731 0.008 0.010 -0.026
C -2.062 0.012 4.321 0.003 -0.025 -0.024
H -0.569 0.808 -3.288 0.005 0.001 -0.005
H 3.770 2.732 2.616 -0.006 0.004 0.003
I 1.527 8.689 -4.772 0.000 0.001 -0.001
C -4.741 -1.681 -1.666 0.005 0.012 0.002
C -4.127 1.703 -1.199 -0.108 -0.066 0.015
H -1.400 -3.699 -1.650 0.021 -0.016 -0.005
C -0.233 -3.955 3.175 0.003 -0.024 -0.023
O 0.776 -2.492 -0.250 -0.161 -0.014 0.044
H -2.341 0.526 3.406 -0.012 0.006 0.000
C 2.507 -4.280 3.007 0.001 -0.008 0.017
H -0.189 0.034 -5.607 0.004 0.003 0.002
H -3.079 -4.219 -1.861 0.006 0.005 0.012
H 3.582 -4.402 2.930 -0.003 -0.001 -0.001
H 1.763 -3.653 -1.570 0.015 -0.005 0.012
H -3.315 -2.724 -3.857 0.004 0.001 0.001
H -1.691 -2.111 -3.625 -0.012 -0.026 0.009
C 2.152 1.788 1.565 0.025 -0.024 -0.004
Sr -0.996 1.252 -0.214 0.068 -0.797 0.243
C -0.745 -1.631 5.464 0.009 0.004 0.020
C 0.321 -5.215 3.326 0.016 -0.021 -0.003
C 1.079 0.001 2.671 0.009 0.031 -0.049
S -5.686 2.141 -1.651 -0.010 -0.015 -0.004
H 2.584 -2.160 2.675 -0.022 -0.033 0.002
H 1.805 -0.478 4.656 0.008 -0.004 -0.004
C 0.205 3.483 -1.342 0.126 0.161 -0.217
H -1.136 -1.856 7.560 0.000 -0.001 0.001
H -2.554 -3.653 0.882 0.005 0.001 0.024
C 1.619 -2.590 -1.364 0.044 -0.030 -0.004
H -1.310 -3.832 3.222 -0.004 -0.002 0.005
H 6.192 5.128 -1.593 -0.001 -0.001 0.000
H -5.776 -0.546 -0.129 0.010 0.032 -0.014
H 3.563 1.261 4.612 0.008 -0.005 -0.002
C 0.767 4.612 -3.523 -0.002 0.012 -0.008
C 1.144 0.798 1.512 0.010 -0.073 0.040
H -4.207 -3.011 2.710 0.007 0.000 -0.003
H -1.931 -3.792 -4.105 0.000 -0.003 0.004
C 3.013 1.952 2.640 0.010 0.010 -0.008
C -1.064 -0.964 4.284 -0.036 0.040 0.000
H 0.236 6.030 -0.515 0.000 -0.002 0.001
C 4.518 4.087 -2.463 -0.004 -0.001 -0.001
C -2.384 -3.386 -2.008 0.018 0.036 -0.006
C 0.194 -0.544 -4.777 0.025 0.029 -0.007
H -2.892 -0.111 7.603 0.000 0.000 -0.001
H 5.171 1.349 0.166 0.000 -0.009 0.000
C 5.002 2.110 -0.587 -0.011 -0.008 0.008
H -0.322 -6.070 3.497 0.001 -0.001 0.001
C -2.710 0.324 5.506 -0.015 0.004 0.034
O 0.534 2.373 -1.843 0.148 0.165 -0.182
H 0.754 3.630 -3.979 -0.009 0.002 0.004
H -4.659 -0.837 -2.353 -0.017 -0.005 -0.007
N 0.400 -0.780 -2.407 -0.019 0.122 0.044
C 0.779 7.108 -2.301 0.005 0.001 0.000
H -6.034 -2.300 -0.024 -0.012 -0.011 -0.018
C 3.942 1.951 -1.487 -0.014 -0.002 -0.046
C -2.381 -0.347 6.677 -0.009 0.011 -0.017
H 2.607 -2.157 -1.148 0.009 0.018 -0.039
C 3.717 2.959 -2.430 0.011 0.013 0.012
C 1.924 0.154 3.779 -0.039 0.041 -0.006
H 1.267 5.658 -5.335 0.001 0.001 -0.002
C 1.699 -5.383 3.242 -0.004 0.000 0.006
C 1.075 -1.911 -2.597 0.063 0.027 -0.002
H -4.909 -2.590 -2.254 -0.010 0.015 0.006
H 3.075 0.380 -0.562 -0.013 0.066 0.026
H 1.070 -2.105 -5.968 -0.001 0.000 -0.004
H 0.022 -2.397 5.458 -0.006 0.001 0.005
As -2.951 -1.884 -0.840 -0.008 -0.024 0.065
C 0.479 5.969 -1.567 -0.006 0.004 -0.011
C 5.803 3.239 -0.634 -0.001 0.016 -0.003
H -6.837 -1.352 -1.277 0.012 0.029 -0.001
C 1.948 -3.016 2.867 0.040 0.012 -0.043
H 4.302 4.865 -3.187 0.001 0.002 0.003
C 0.572 -2.836 2.953 -0.066 -0.012 0.013
S -3.766 1.376 0.483 -0.301 0.101 0.034
H 2.137 -6.368 3.351 -0.001 0.001 -0.002
O -0.343 3.633 -0.229 0.108 0.291 -0.034
H -4.216 -3.769 0.310 -0.005 0.002 -0.008
C 5.573 4.240 -1.570 0.006 -0.006 0.002
C -3.922 -2.320 1.908 0.026 -0.001 -0.005
C -3.454 -3.068 0.665 0.002 -0.032 -0.025
C 1.066 6.977 -3.651 -0.002 -0.002 0.001
C 1.054 5.741 -4.277 0.003 -0.005 0.000
N 3.156 0.810 -1.475 -0.070 -0.170 0.001
C -2.325 -2.986 -3.479 0.014 -0.007 0.009
C -1.399 -1.326 6.652 0.018 -0.007 -0.009
H 2.224 0.945 -1.857 0.085 0.152 0.069
H -3.482 1.084 5.510 0.002 0.001 -0.006
P -0.261 -1.230 2.645 0.020 -0.041 0.003
S -2.879 1.506 -2.399 -0.226 0.086 -0.055
```
Forces are in eV/Å.

Output
Charge: -2
Energy relative to the best compared isomer or geometry (same formula, charge and spin), kcal per mole: 9.1
Orbital gap, Ha: 0.168

=====

No. 2
This record from the OMol25 dataset describes 6 unconnected molecules or ions with the total composition C44H47Cl3N5O6 in a non-equilibrium geometry. The level of theory is ωB97M-V/def2-TZVPD.

Geometry as XYZ:
```
105
Properties=species:S:1:pos:R:3:forces:R:3
C 2.928 -5.806 6.741 -0.299 0.385 0.130
C 2.655 -3.650 1.451 -0.712 -0.137 0.223
H 4.358 3.553 4.171 0.084 -0.359 -0.064
O -5.634 4.650 -1.719 0.020 -0.015 0.187
C -7.527 0.958 -1.832 -0.487 0.268 -0.671
C -9.656 2.098 -1.299 -0.200 -0.073 0.124
N 2.801 -5.150 5.412 -0.762 -0.043 0.340
H -0.285 0.869 4.983 -0.140 0.240 -0.030
C -3.378 -1.619 -0.159 -0.517 -0.135 -0.288
H 3.937 -3.292 -2.982 0.149 0.298 0.039
H 0.779 -3.342 -1.355 0.114 -0.237 -0.159
H 2.191 -3.520 -3.164 0.103 -0.373 0.304
H 4.231 -2.791 3.578 -0.210 0.184 -0.131
C 1.487 2.030 4.947 0.035 0.138 -0.243
C 3.568 -4.118 5.067 0.542 0.320 -0.282
H 2.317 4.528 -2.314 0.144 0.368 0.297
H 0.532 -3.981 0.977 0.060 0.178 0.325
H 3.976 2.688 5.716 0.136 0.043 0.016
C 5.328 0.015 -3.427 -0.190 -0.005 0.108
H -2.467 1.506 -3.464 -0.058 -0.130 -0.151
C 5.536 0.543 -6.443 -1.310 -0.222 -0.368
C -0.517 0.229 2.323 0.487 0.505 -0.176
H 3.607 0.086 -5.510 -0.306 0.222 -0.193
H 5.335 0.987 -7.419 0.259 0.170 0.045
C -4.152 0.143 -3.311 -0.546 -0.048 0.049
C -4.191 2.448 -2.658 0.029 0.714 -0.511
C 2.965 -2.934 -2.669 -1.011 0.414 -1.075
H 0.992 -5.519 2.647 0.045 -0.002 -0.040
C 3.932 -3.023 -0.466 0.087 -0.095 -0.396
H -2.162 0.546 -0.610 0.476 -0.108 -0.223
C 3.504 3.130 -1.309 -0.027 -0.509 0.855
H 2.715 -1.924 -3.004 0.597 0.201 0.276
C 1.672 1.385 2.261 0.559 0.448 0.296
H -3.694 -0.777 -3.654 0.371 0.280 -0.261
C 4.751 1.195 -4.078 -0.058 -0.821 -0.354
H -11.455 3.148 -0.736 -0.032 -0.091 -0.203
H -5.989 -0.911 -2.904 0.007 0.031 -0.126
C 3.878 -3.344 0.866 0.019 -0.115 0.407
C -8.290 2.200 -1.523 -0.025 -0.019 -0.126
H -10.286 5.268 -0.318 0.047 -0.030 0.132
N 2.818 -3.049 -1.213 0.319 -0.724 -0.228
C 2.318 4.060 -1.322 0.083 -0.065 -1.911
C 3.489 -3.540 3.812 -0.085 -0.511 0.314
O -0.276 1.491 -2.265 -0.087 0.429 0.958
C -1.243 -0.858 2.801 -0.216 -0.323 -0.033
H 4.297 -3.771 5.787 0.000 -0.184 0.064
C -5.474 0.043 -2.906 -0.032 -0.477 0.276
C 3.590 3.257 4.878 -0.519 0.572 -0.208
H 3.821 -5.450 7.243 0.094 -0.057 -0.103
H -2.812 -2.250 2.333 0.123 -0.218 -0.249
H 2.949 -6.883 6.614 0.080 -0.020 -0.060
O 1.472 0.477 -0.940 -0.355 0.258 0.183
H 5.531 -0.523 -6.667 0.543 -0.079 0.380
H 3.553 2.470 2.455 -0.153 -0.030 -0.272
H 5.533 1.949 -4.013 -0.368 0.399 -0.024
H -7.889 5.469 -0.733 0.162 -0.036 -0.332
C -6.227 3.598 -1.795 -0.091 -0.060 -0.309
O -8.008 -0.142 -1.677 0.148 -0.175 0.180
H -0.365 1.650 0.703 0.015 -0.047 -0.084
C -7.660 3.448 -1.448 -0.020 -0.027 0.392
H 1.362 3.537 -1.370 0.048 -0.140 0.874
H 3.832 1.424 -3.542 0.283 0.393 0.252
H 1.475 2.329 5.986 -0.021 0.016 -0.002
C -5.539 2.379 -2.338 0.369 -0.405 0.504
O -0.083 -0.839 -2.135 0.250 -0.073 0.328
C 2.576 -4.050 2.889 0.785 -0.231 -0.414
N 5.757 -0.896 -2.874 -0.172 -0.301 0.187
Cl 0.661 0.416 -2.160 0.140 -0.650 -1.024
N 2.528 2.460 4.205 0.208 -0.374 0.448
H 2.055 -5.509 7.320 0.034 -0.138 0.102
O 1.535 0.462 -3.296 0.229 -0.357 0.247
C 2.646 2.110 2.921 0.304 0.447 -0.105
H 3.749 2.826 -0.287 -0.038 0.074 -0.003
C 1.512 -3.665 0.649 0.234 -0.300 -0.368
H -1.177 -1.216 3.820 0.288 -0.081 -0.073
C -0.830 0.755 1.088 -0.137 -0.227 -0.535
C 1.730 -5.081 3.304 -0.363 0.371 0.347
Cl 4.985 3.869 -1.954 -0.105 0.043 0.014
C -3.514 1.378 -3.216 0.377 -0.321 0.516
C -10.398 3.220 -0.954 0.394 -0.095 0.824
H 6.487 0.915 -6.074 0.109 -0.167 0.047
C -9.729 4.406 -0.662 -0.177 0.027 -0.904
C -8.381 4.534 -0.966 -0.061 0.196 0.489
C 1.637 -3.409 -0.700 -0.320 0.985 0.413
H 1.151 -6.342 4.944 0.135 -0.050 0.140
H 4.846 -2.816 -1.013 0.043 0.148 0.136
H -3.409 -2.686 0.044 0.330 -0.013 -0.037
C -1.768 0.121 0.309 -1.104 0.752 -0.287
H 1.815 1.248 1.193 -0.273 -0.360 0.040
Cl 2.421 5.316 -0.097 -0.209 0.007 0.350
C -6.164 1.134 -2.408 -0.009 0.367 0.248
C 4.327 0.899 -5.522 1.674 0.205 -0.448
H -3.049 -1.403 -1.171 -0.035 -0.192 -0.048
C 1.810 -5.559 4.594 0.427 -0.283 -0.581
H 4.795 -3.471 1.424 0.069 0.275 -0.065
N -2.430 -0.948 0.753 0.377 -0.776 0.199
H -3.694 3.402 -2.521 -0.008 -0.020 -0.095
H -4.407 -1.271 -0.053 0.182 0.409 0.225
C -2.158 -1.471 1.967 -0.398 0.872 0.502
H -10.109 1.117 -1.351 -0.065 0.053 -0.144
H 3.122 4.187 5.202 0.038 -0.102 0.266
H 3.278 2.205 -1.835 0.015 0.215 -0.257
C 0.509 1.266 4.365 0.211 -0.420 0.283
C 0.591 0.945 3.012 -0.535 -0.155 0.069
H 3.940 1.821 -5.949 -0.642 -0.087 0.323
```
Forces are in eV/Å.

Output
Charge: +3
Energy relative to the best compared isomer or geometry (same formula, charge and spin), kcal per mole: 0.0
Orbital gap, Ha: 0.154

=====

Number 1: highest occupied orbital energy -1.418 eV. Number 2: highest occupied orbital energy -13.712 eV.